{
  "formula": "C5H10N3O",
  "method": "ωB97M-V/def2-TZVPD",
  "symbols": ["C", "C", "C", "C", "C", "N", "N", "N", "O", "H", "H", "H", "H", "H", "H", "H", "H", "H", "H"],
  "coordinates": [[-0.960, -0.059, -1.430], [0.541, -0.483, 1.817], [-0.335, 0.728, -0.259], [-0.242, -1.751, -0.124], [0.416, 1.976, -0.668], [-0.220, -1.689, 2.093], [-0.575, -2.293, 1.114], [0.546, -0.290, 0.364], [-1.291, -1.306, -0.849], [-1.884, 0.380, -1.802], [-0.247, -0.175, -2.256], [0.074, 0.339, 2.366], [1.548, -0.636, 2.218], [-1.129, 0.963, 0.456], [0.491, -2.354, -0.677], [1.264, 1.741, -1.306], [0.768, 2.524, 0.203], [-0.250, 2.631, -1.225], [1.484, -0.246, -0.035]],
  "forces_ev_per_angstrom": [[0.13, 0.55, 0.11], [0.43, 0.59, 0.30], [-0.46, 0.32, -0.49], [1.21, 1.32, -0.73], [-0.07, -0.02, 0.15], [0.12, 0.11, 1.48], [-1.00, -1.33, -0.41], [-0.35, -1.20, -0.49], [-0.12, -0.44, 0.34], [0.12, 0.03, 0.04], [-0.03, -0.04, 0.04], [0.03, 0.00, -0.22], [-0.11, 0.06, -0.18], [0.14, -0.11, -0.03], [-0.05, 0.14, 0.10], [0.11, -0.04, -0.10], [0.06, 0.05, 0.02], [-0.05, 0.07, -0.04], [-0.10, -0.05, 0.10]],
  "total_energy_ev": -11856.2194,
  "total_charge": 1,
  "smiles": "C[C@H]1CO[C@@H]2N=NC[N@H+]12"
}



{
  "formula": "C4H7NO",
  "method": "ωB97M-V/def2-TZVPD",
  "symbols": ["O", "N", "C", "C", "C", "C", "H", "H", "H", "H", "H", "H", "H"],
  "coordinates": [[-2.748, 0.376, 0.041], [-1.692, -0.506, 0.217], [-0.575, 0.139, 0.305], [-0.472, 1.582, 0.337], [1.754, -0.224, -0.497], [0.690, -0.655, 0.518], [-3.504, -0.211, -0.093], [-1.023, 1.998, -0.528], [1.883, 0.868, -0.461], [1.455, -0.496, -1.516], [2.728, -0.683, -0.291], [0.454, -1.722, 0.433], [1.050, -0.466, 1.536]],
  "forces_ev_per_angstrom": [[-0.30, -0.11, 0.02], [0.18, 0.06, -0.13], [0.29, 0.42, 0.34], [-0.41, -0.66, -0.53], [0.12, 0.01, -0.03], [0.01, -0.08, 0.04], [0.13, 0.13, 0.03], [0.15, 0.16, 0.30], [0.03, -0.22, -0.02], [0.05, 0.05, 0.15], [-0.25, 0.08, -0.03], [0.05, 0.19, 0.01], [-0.06, -0.02, -0.14]],
  "total_energy_ev": -7793.5290,
  "total_charge": 0
}



{
  "formula": "C32H38N7OPdS2",
  "method": "ωB97M-V/def2-TZVPD",
  "symbols": ["Pd", "C", "C", "C", "C", "C", "N", "C", "C", "C", "C", "C", "C", "C", "N", "C", "C", "C", "N", "C", "C", "N", "C", "C", "C", "N", "H", "H", "H", "H", "H", "H", "H", "H", "H", "H", "H", "H", "H", "H", "H", "H", "H", "H", "C", "S", "O", "C", "C", "C", "C", "C", "C", "H", "H", "H", "H", "H", "H", "H", "H", "C", "N", "C", "C", "S", "N", "C", "C", "H", "H", "H", "H", "H", "H", "H", "H", "H", "H", "H", "H"],
  "coordinates": [[0.207, 0.399, -1.250], [4.061, 4.956, -4.854], [3.123, 4.259, -3.951], [1.797, 4.828, -3.818], [0.765, 4.246, -3.131], [0.963, 3.087, -2.291], [-0.004, 2.417, -1.632], [-1.081, 3.112, -1.100], [-0.871, 4.440, -0.672], [-1.836, 5.153, 0.037], [-3.055, 4.587, 0.465], [-4.035, 5.328, 1.364], [-3.320, 3.274, 0.024], [-2.390, 2.529, -0.768], [-2.666, 1.177, -1.079], [-3.866, 0.530, -1.220], [-3.724, -0.527, -2.109], [-2.346, -0.625, -2.392], [-1.721, 0.372, -1.740], [2.373, 2.638, -2.244], [3.322, 3.108, -3.216], [2.828, 1.669, -1.347], [4.155, 1.386, -1.054], [4.194, 0.263, -0.242], [2.869, -0.079, 0.088], [2.055, 0.764, -0.627], [3.843, 4.641, -5.906], [5.089, 4.708, -4.638], [3.959, 6.015, -4.796], [1.594, 5.848, -4.215], [-0.226, 4.630, -3.143], [0.085, 4.940, -0.784], [-1.637, 6.202, 0.326], [-3.545, 5.913, 2.141], [-4.748, 4.618, 1.808], [-4.562, 6.077, 0.769], [-4.187, 2.764, 0.412], [-4.691, 0.961, -0.707], [-4.463, -1.206, -2.438], [-1.776, -1.212, -3.080], [4.163, 2.463, -3.298], [4.931, 1.903, -1.587], [5.023, -0.274, 0.233], [2.424, -0.811, 0.741], [0.467, -4.515, 0.555], [0.917, -4.654, -1.232], [2.393, -4.917, -1.399], [0.136, -6.161, -1.683], [0.738, -6.982, -2.662], [0.058, -8.057, -3.258], [-1.243, -8.304, -2.848], [-1.805, -7.631, -1.794], [-1.159, -6.505, -1.256], [1.321, -4.879, 1.142], [-0.374, -5.190, 0.713], [0.288, -3.437, 0.801], [1.756, -6.800, -2.933], [0.488, -8.656, -4.036], [-1.873, -8.996, -3.373], [-2.788, -7.902, -1.413], [-1.738, -5.887, -0.555], [-1.439, -0.864, 5.840], [-1.174, -0.581, 4.458], [-2.293, -0.504, 3.513], [-0.047, 0.068, 4.101], [-0.123, 1.481, 3.097], [1.113, -0.449, 4.571], [2.385, 0.341, 4.671], [1.252, -1.887, 4.824], [-2.262, -0.191, 6.185], [-0.592, -0.739, 6.515], [-1.801, -1.894, 5.897], [-3.070, -1.157, 3.902], [-2.016, -0.955, 2.547], [-2.669, 0.531, 3.331], [2.334, 1.221, 4.017], [3.256, -0.288, 4.437], [2.470, 0.709, 5.695], [0.332, -2.484, 4.646], [1.704, -2.076, 5.811], [1.983, -2.275, 4.094]],
  "forces_ev_per_angstrom": [[0.02, -2.02, 0.74], [0.21, -1.33, -1.33], [-2.53, 0.35, 1.09], [0.66, 0.65, -0.15], [1.05, -1.37, 0.61], [1.94, -0.30, -0.17], [-1.19, 3.15, -0.16], [0.28, -0.90, -0.13], [-1.37, 0.94, 1.10], [-0.05, 0.20, 0.24], [0.12, -0.91, -0.59], [0.22, -0.15, -0.69], [1.55, 0.05, -0.17], [1.06, 1.36, 0.91], [0.70, -3.04, -1.67], [0.50, 0.59, -0.71], [0.49, 0.20, 1.01], [-0.48, 2.17, 1.58], [-1.11, 0.64, -0.93], [-1.77, 1.09, -1.51], [-1.32, -0.01, 1.12], [1.23, -2.65, 2.17], [-0.84, -0.68, -0.44], [0.26, -0.36, 1.09], [-0.38, 2.39, -2.48], [0.92, -0.06, 0.49], [0.36, 0.40, 0.56], [0.45, -0.13, 0.01], [-0.17, 0.86, 0.06], [0.25, -0.87, -0.19], [-0.53, 0.54, -0.12], [-0.07, -0.35, -0.31], [0.09, -0.66, -0.09], [0.18, -0.29, 0.19], [0.15, 0.38, -0.07], [-0.38, -0.09, 0.00], [-0.29, -0.08, -0.06], [-0.75, -0.01, -0.10], [-0.76, -0.40, -0.13], [0.06, -0.39, 0.05], [0.97, 0.08, -0.31], [0.16, 0.11, 0.37], [-0.01, 0.65, -0.60], [0.10, 0.11, -0.10], [0.59, 0.05, -0.14], [1.25, 0.93, -0.07], [-0.87, 0.15, 0.44], [-1.27, -1.65, -0.34], [-0.27, -0.35, 0.32], [-0.32, 1.28, 0.87], [-0.03, -0.54, -0.23], [-0.03, 1.33, 0.55], [-0.20, -0.16, -0.04], [-0.12, 0.03, -0.29], [-0.06, 0.45, 0.26], [-0.10, -0.96, -0.44], [0.45, 0.33, -0.13], [0.32, -0.02, -0.24], [0.06, -0.62, -0.10], [0.11, 0.12, -0.23], [0.51, -0.30, -0.24], [-1.36, -0.06, 0.21], [-0.08, -0.13, -0.99], [-0.31, -0.04, 0.04], [0.80, 2.54, -1.44], [0.35, -1.46, 1.08], [0.80, -0.15, 0.35], [-1.10, -0.19, -0.18], [0.52, -0.24, -0.43], [0.51, -0.42, -0.02], [0.10, 0.06, -0.42], [-0.03, -0.05, 0.43], [-0.31, 0.12, 0.20], [0.19, 0.45, 0.26], [0.29, -0.76, 0.31], [-0.04, -0.52, 0.01], [-0.39, 0.12, -0.07], [0.15, -0.08, 0.11], [0.50, 0.81, 0.42], [-0.49, 0.00, -0.13], [-0.08, 0.06, 0.14]],
  "total_energy_ev": -71423.9597,
  "total_charge": -1
}



Repeat the first record exactly.
{
  "formula": "C5H10N3O",
  "method": "ωB97M-V/def2-TZVPD",
  "symbols": ["C", "C", "C", "C", "C", "N", "N", "N", "O", "H", "H", "H", "H", "H", "H", "H", "H", "H", "H"],
  "coordinates": [[-0.960, -0.059, -1.430], [0.541, -0.483, 1.817], [-0.335, 0.728, -0.259], [-0.242, -1.751, -0.124], [0.416, 1.976, -0.668], [-0.220, -1.689, 2.093], [-0.575, -2.293, 1.114], [0.546, -0.290, 0.364], [-1.291, -1.306, -0.849], [-1.884, 0.380, -1.802], [-0.247, -0.175, -2.256], [0.074, 0.339, 2.366], [1.548, -0.636, 2.218], [-1.129, 0.963, 0.456], [0.491, -2.354, -0.677], [1.264, 1.741, -1.306], [0.768, 2.524, 0.203], [-0.250, 2.631, -1.225], [1.484, -0.246, -0.035]],
  "forces_ev_per_angstrom": [[0.13, 0.55, 0.11], [0.43, 0.59, 0.30], [-0.46, 0.32, -0.49], [1.21, 1.32, -0.73], [-0.07, -0.02, 0.15], [0.12, 0.11, 1.48], [-1.00, -1.33, -0.41], [-0.35, -1.20, -0.49], [-0.12, -0.44, 0.34], [0.12, 0.03, 0.04], [-0.03, -0.04, 0.04], [0.03, 0.00, -0.22], [-0.11, 0.06, -0.18], [0.14, -0.11, -0.03], [-0.05, 0.14, 0.10], [0.11, -0.04, -0.10], [0.06, 0.05, 0.02], [-0.05, 0.07, -0.04], [-0.10, -0.05, 0.10]],
  "total_energy_ev": -11856.2194,
  "total_charge": 1,
  "smiles": "C[C@H]1CO[C@@H]2N=NC[N@H+]12"
}